[1]
{"formula": "C11H24I2N2O5P2S2", "method": "ωB97M-V/def2-TZVPD", "total_charge": 0, "symbols": ["C", "C", "I", "C", "C", "P", "O", "O", "C", "C", "I", "P", "S", "O", "S", "O", "O", "C", "C", "N", "C", "C", "C", "N", "H", "H", "H", "H", "H", "H", "H", "H", "H", "H", "H", "H", "H", "H", "H", "H", "H", "H", "H", "H", "H", "H", "H", "H"], "xyz": [[2.31536, 3.41526, -1.18992], [2.14585, 2.38164, 0.11414], [2.32165, 3.66607, 1.89844], [0.66794, 1.69766, -0.00061], [0.58459, 0.10332, 0.51237], [1.75807, -0.79377, -0.76105], [1.70995, -0.03289, -2.32085], [3.35405, -1.01389, -0.13604], [1.16320, 0.13719, 2.03115], [1.11524, -1.16402, 2.97331], [1.76875, -3.07566, 2.18997], [2.40755, -0.77317, 4.39658], [4.24867, -0.85129, 3.74853], [-0.12804, -1.38327, 3.75500], [-1.25848, -1.87811, 2.58376], [-2.57438, -2.37617, 3.29905], [-1.56683, -0.48065, 1.69369], [-0.93639, -0.50052, 0.33055], [-1.03465, -1.94880, -0.42003], [-2.45675, -2.55098, -0.42951], [-1.99618, 0.50557, -0.47423], [-1.85960, 0.54278, -2.09212], [-3.24141, 0.06832, -2.90740], [-2.95506, -0.81259, -4.10343], [1.60613, 4.32933, -1.01429], [2.00409, 2.88301, -2.20771], [3.42679, 3.80730, -1.27087], [3.05579, 1.65235, 0.04936], [-0.09333, 2.34210, 0.65503], [0.35518, 1.83739, -1.11886], [1.26869, -0.69079, -2.96573], [3.59749, -0.38234, 0.59934], [0.55482, 0.99929, 2.59348], [2.29717, 0.51214, 2.09460], [2.05938, 0.57360, 4.87080], [2.21226, -1.67987, 5.51039], [-0.35367, -2.79955, 0.02556], [-0.74558, -1.92605, -1.57837], [-3.08343, -2.01742, -1.06866], [-2.30584, -3.47745, -0.93039], [-2.08957, 1.57458, 0.04907], [-3.06260, 0.00852, -0.25478], [-0.88834, 0.02147, -2.53364], [-1.73636, 1.69264, -2.39361], [-3.77222, 1.04809, -3.33612], [-4.05002, -0.40216, -2.16571], [-3.75449, -1.46218, -4.32306], [-2.05544, -1.32602, -3.97719]], "atomic_forces_ev_per_a": [[-0.05, 0.00, 0.21], [-0.09, 0.31, -2.46], [0.09, -0.76, -0.64], [-0.69, 0.68, 0.83], [1.26, 2.71, -0.80], [-0.08, -4.03, -0.77], [-0.45, -0.30, 0.61], [-1.76, 2.71, 0.25], [-0.22, 0.88, 0.59], [0.21, 0.99, 1.83], [0.14, 0.35, -0.03], [0.37, 0.32, -0.35], [-0.36, 0.20, 0.07], [-0.02, 0.90, -2.07], [-4.81, -2.57, 1.21], [5.11, 2.93, -2.15], [0.69, -1.00, 0.21], [-0.79, 0.59, -0.90], [-0.09, -1.47, -1.25], [1.19, -0.26, -0.86], [-1.27, -0.81, 0.62], [-0.16, 1.61, -0.96], [-0.67, 0.86, 0.30], [-0.05, -0.27, 1.06], [1.35, -1.71, -0.41], [0.76, 0.95, 2.30], [-2.34, -0.84, 0.22], [-1.81, 1.23, 0.46], [1.68, -1.33, -1.42], [0.50, -0.67, 2.13], [1.29, 1.28, 1.91], [-0.08, -0.83, -0.95], [1.20, -2.00, -1.04], [-2.39, -0.91, -0.54], [-0.16, -1.27, -0.31], [-0.48, 0.65, -0.84], [-1.20, 2.08, -0.66], [-0.01, 0.70, 2.69], [0.81, -0.38, 0.64], [-0.45, 1.47, 0.99], [0.59, -2.42, -1.32], [2.42, 1.02, -0.28], [-2.19, 0.92, 1.11], [-0.09, -2.53, 0.63], [1.18, -2.04, 1.06], [1.86, 0.84, -1.34], [1.44, 0.91, 0.50], [-1.37, 0.32, -0.08]]}



[2]
{"formula": "C11H24OSi", "method": "ωB97M-V/def2-TZVPD", "e_above_lowest_kj_mol": 305.5, "total_charge": 0, "symbols": ["C", "C", "C", "C", "C", "C", "C", "C", "C", "C", "C", "O", "Si", "H", "H", "H", "H", "H", "H", "H", "H", "H", "H", "H", "H", "H", "H", "H", "H", "H", "H", "H", "H", "H", "H", "H", "H"], "xyz": [[-0.02732, -2.23127, 0.30632], [-0.06237, -3.21554, -0.78394], [-1.23794, 0.59081, 2.16941], [-2.03116, 1.49519, -0.23537], [-2.56303, -0.84810, 0.67866], [2.93222, -0.14763, -0.50430], [1.58252, 1.89624, -0.16377], [2.18957, 0.45126, 1.75549], [-0.05754, 0.00224, -2.60923], [-1.45972, 0.25696, 0.66136], [1.82036, 0.48162, 0.28464], [-0.08908, -2.65160, 1.42740], [0.09315, -0.41437, -0.08798], [-0.50195, -4.21097, -0.55690], [-0.68666, -2.79911, -1.67070], [0.99865, -3.45432, -1.11129], [-0.82262, -0.33976, 2.70648], [-0.40358, 1.31205, 2.05851], [-2.01383, 1.01390, 2.69410], [-2.27069, 1.03587, -1.26565], [-1.33391, 2.27334, -0.36424], [-2.99725, 2.06121, 0.06910], [-3.05690, -0.82597, -0.23202], [-2.20479, -1.88376, 0.91671], [-3.26159, -0.46670, 1.51222], [3.25917, -0.97143, 0.04092], [2.53463, -0.49308, -1.41330], [3.77942, 0.42482, -0.59068], [0.68318, 2.22126, 0.23024], [1.73433, 2.01279, -1.18514], [2.41822, 2.34786, 0.27702], [1.61246, 1.20678, 2.33657], [1.86696, -0.46527, 2.25519], [3.23623, 0.55388, 2.01092], [-0.86257, 0.67541, -2.77970], [0.79508, 0.56390, -2.85455], [-0.18026, -0.92162, -3.22842]], "atomic_forces_ev_per_a": [[0.59, -1.35, -0.77], [-0.49, -1.08, -3.15], [4.36, -1.32, -2.01], [-1.96, -1.85, -0.31], [0.32, 0.61, 2.58], [-2.05, -0.83, 0.59], [1.43, -1.33, 0.71], [-1.60, 0.12, 1.62], [-0.52, -1.99, 2.51], [-2.53, 0.93, 0.49], [-1.32, -1.12, 0.13], [0.11, 0.17, 2.15], [1.26, 1.82, -3.30], [0.19, 0.76, 0.48], [1.39, -0.62, 1.18], [-1.11, 0.63, 0.03], [-0.71, 1.39, -0.68], [-0.39, -0.03, 1.13], [-2.09, 0.86, 0.91], [0.42, 0.89, 1.56], [1.13, 0.80, -0.26], [1.36, -1.44, 0.20], [-1.23, -0.31, -1.76], [-0.55, 1.17, -0.03], [0.60, -1.04, -1.37], [0.57, -1.91, 0.82], [0.03, -0.31, -1.65], [1.87, 1.95, -0.55], [-1.65, 1.34, 0.47], [-0.46, 0.24, -1.99], [1.03, 1.69, 0.79], [0.60, -0.16, -0.43], [0.15, -0.34, -0.19], [0.43, 0.31, -0.40], [-0.99, 0.28, 0.07], [1.53, 0.31, -0.28], [0.26, 0.76, 0.71]]}



[3]
{"formula": "C11H25AuClIN2OP2", "method": "ωB97M-V/def2-TZVPD", "e_above_lowest_kj_mol": 103.2, "spin_multiplicity": 3, "total_charge": 2, "symbols": ["C", "C", "H", "H", "H", "O", "I", "Au", "P", "C", "C", "H", "H", "H", "H", "H", "H", "C", "H", "H", "H", "P", "C", "C", "H", "H", "H", "C", "H", "H", "H", "H", "H", "H", "Cl", "N", "C", "C", "N", "C", "H", "H", "H", "H"], "xyz": [[0.01071, 1.01371, -4.55094], [0.00880, 1.17293, -3.09534], [0.01365, 2.05753, -4.92451], [-0.88727, 0.48706, -4.92556], [0.90599, 0.48140, -4.92504], [0.01365, 2.07161, -2.37920], [0.00144, -1.82605, -2.49426], [-0.00159, 0.01403, -0.74804], [2.32862, 0.15721, -0.11495], [2.85282, 1.41077, 1.10093], [3.03266, -1.44622, 0.45217], [4.10065, -1.53248, 0.17084], [4.32525, 0.72828, -1.38993], [2.44033, -2.26384, 0.00211], [3.17098, -0.23530, -2.36863], [2.47276, 1.15820, 2.09960], [2.93737, -1.50190, 1.54997], [3.26447, 0.56701, -1.62679], [3.95045, 1.49866, 1.14827], [2.85034, 1.48780, -2.05581], [2.42075, 2.37373, 0.79456], [-2.31545, 0.17241, -0.12002], [-2.84190, 1.45494, 1.07255], [-3.25453, 0.56855, -1.64124], [-2.44213, -2.23863, 0.03404], [-4.10014, -1.49990, 0.18975], [-2.93983, -1.45153, 1.56838], [-3.03318, -1.41462, 0.47084], [-3.17674, -0.25612, -2.36263], [-4.31318, 0.75541, -1.40366], [-3.93931, 1.58244, 1.07882], [-2.36454, 2.40228, 0.77688], [-2.82250, 1.47219, -2.09376], [-2.50726, 1.19482, 2.08825], [-0.01651, -3.49806, -0.51772], [-0.04159, -0.24250, 4.04017], [0.00953, -1.61040, 3.83296], [0.02169, -1.76115, 2.46920], [-0.00689, -0.53809, 1.85593], [-0.05299, 0.37431, 2.82854], [-0.07005, 0.22998, 4.91552], [0.02465, -2.32877, 4.59312], [0.05879, -2.67613, 1.86417], [-0.08878, 1.43447, 2.74044]], "atomic_forces_ev_per_a": [[-0.01, -0.08, -1.27], [0.03, 0.68, -0.43], [0.00, -0.45, 0.01], [0.39, 0.16, 0.43], [-0.39, 0.17, 0.44], [0.00, -0.03, -0.06], [0.00, -0.82, -0.99], [0.11, 0.40, 3.89], [1.15, -0.56, -0.64], [-0.36, 0.21, 0.04], [-0.30, 0.09, 0.03], [-0.59, 0.12, 0.11], [-0.25, -0.06, -0.15], [0.42, 0.28, 0.22], [0.03, 0.08, 0.22], [0.11, 0.03, -0.31], [0.02, -0.05, -0.45], [0.11, 0.19, 0.08], [-0.39, -0.14, -0.15], [0.20, -0.10, 0.07], [0.23, -0.14, 0.16], [-1.41, -0.40, -0.67], [0.38, 0.20, 0.06], [-0.06, 0.16, 0.11], [-0.41, 0.24, 0.21], [0.57, 0.12, 0.09], [-0.01, -0.07, -0.41], [0.32, 0.11, 0.03], [-0.03, 0.14, 0.24], [0.33, -0.08, -0.16], [0.47, -0.18, -0.14], [-0.27, -0.19, 0.17], [-0.24, -0.15, 0.10], [-0.14, 0.06, -0.40], [0.00, -0.20, -0.36], [0.03, -0.50, -1.27], [-0.09, 1.34, -1.60], [0.12, -0.92, -0.05], [-0.12, 1.18, 0.40], [0.11, -1.40, 0.45], [-0.01, 0.22, 0.61], [0.01, -0.68, 0.98], [-0.03, 0.58, 0.60], [0.00, 0.48, -0.21]]}



[4]
{"formula": "C11H25B2O26Y", "method": "ωB97M-V/def2-TZVPD", "total_charge": 0, "symbols": ["Y", "O", "C", "O", "B", "O", "C", "O", "O", "C", "O", "C", "O", "O", "O", "C", "O", "B", "O", "C", "O", "O", "C", "O", "C", "O", "O", "C", "C", "C", "O", "H", "H", "H", "H", "H", "H", "H", "O", "H", "H", "O", "H", "H", "O", "H", "H", "O", "H", "H", "O", "H", "H", "O", "H", "H", "O", "H", "H", "O", "H", "H", "O", "H", "H"], "xyz": [[0.90166, 1.84371, -3.34096], [-1.96076, 3.20956, 1.48648], [-2.73539, 2.60221, 0.83324], [-2.72437, 2.46610, -0.50191], [-3.74693, 1.50789, -0.91900], [-4.46863, 1.13608, 0.28441], [-3.87837, 1.68013, 1.34291], [-4.15020, 1.54785, 2.47862], [-3.16625, 0.38260, -1.69977], [-3.86883, 0.23999, -2.84319], [-3.64384, -0.60626, -3.63797], [-4.94315, 1.34349, -2.89573], [-4.72575, 2.12930, -1.85085], [-5.73044, 1.51172, -3.77203], [0.13143, -0.32794, 3.28782], [-0.69713, -1.06170, 2.84185], [-1.88595, -0.73399, 2.38103], [-2.63720, -1.93995, 1.94418], [-1.66659, -3.04492, 2.16213], [-0.51349, -2.56882, 2.55040], [0.53873, -3.13918, 2.62799], [-3.91633, -2.06383, 2.65333], [-4.88900, -2.16838, 1.74608], [-6.03296, -2.41745, 1.94387], [-4.26124, -2.02780, 0.34897], [-2.95922, -1.84830, 0.51929], [-4.83767, -2.14413, -0.68568], [-0.05260, -0.72049, -0.61107], [0.94036, 0.34475, -0.12377], [2.13954, -0.33281, 0.50972], [1.32873, 1.28843, -1.12362], [-0.08142, -1.56102, 0.07870], [0.23607, -1.05787, -1.60812], [-1.06532, -0.31991, -0.58117], [0.42827, 0.84481, 0.70783], [1.83141, -1.00411, 1.31383], [2.83637, 0.36417, 0.98122], [2.72561, -0.96206, -0.17036], [3.49293, -3.63501, 0.73014], [2.75032, -3.10458, 0.42355], [3.08707, -4.45589, 1.03093], [5.58530, -1.14898, -0.53914], [5.36973, -0.19548, -0.47721], [5.54636, -1.47914, 0.36605], [0.36508, 2.77780, 2.87752], [0.13984, 1.86272, 3.08081], [-0.33648, 3.04299, 2.25539], [4.62596, 1.41814, -0.37568], [4.86903, 2.17149, 0.17206], [3.65815, 1.39798, -0.34545], [1.64190, 3.68199, 0.52898], [1.63187, 2.92552, -0.06389], [1.56192, 3.29722, 1.43085], [-1.03673, 0.59690, -3.03322], [-1.02117, -0.21547, -3.56239], [-1.90026, 0.54011, -2.49071], [1.54184, -0.40887, -3.76883], [2.41873, -0.68368, -3.33394], [1.25495, -1.18880, -4.26545], [3.65307, -1.63413, -2.49715], [3.14678, -2.42481, -2.27199], [4.39946, -1.62916, -1.84691], [4.74879, 1.96053, 2.78134], [4.71792, 2.78065, 2.27718], [5.28850, 1.35808, 2.25846]], "atomic_forces_ev_per_a": [[-0.83, -3.74, 5.76], [0.34, 0.75, 0.16], [-0.68, -1.42, -0.70], [0.63, 0.09, -0.38], [-1.15, 1.19, 0.44], [0.45, -0.63, -0.11], [0.35, 0.73, -0.36], [-0.45, -0.28, 1.03], [0.47, 0.24, -0.34], [-1.31, -0.41, 0.54], [0.54, -0.34, -0.89], [0.25, 0.71, 0.24], [0.19, -0.43, -0.24], [-0.05, -0.21, -0.17], [0.46, 0.60, 0.21], [-0.57, -0.42, -0.73], [-0.04, 0.32, 0.21], [-0.06, 0.39, 0.31], [-0.32, -0.35, -0.10], [0.21, 0.31, 0.44], [0.13, -0.30, -0.15], [0.48, -0.18, -0.38], [0.06, -0.27, 0.05], [-0.38, 0.11, 0.26], [-0.06, -0.23, 0.34], [0.26, 0.09, -0.27], [-0.06, 0.24, -0.54], [0.02, 0.67, 0.11], [-0.45, -1.28, 0.94], [0.76, -0.23, 0.14], [-0.33, 1.49, -4.33], [0.23, -0.09, -0.06], [-0.16, -0.23, 0.09], [0.01, -0.15, -0.38], [0.13, 0.58, -0.30], [-0.28, 0.20, 0.08], [-0.19, 0.06, 0.07], [-0.16, 0.27, -0.30], [0.06, 0.01, -0.38], [-0.10, -0.01, 0.30], [0.00, 0.09, 0.14], [-0.14, 0.23, -0.23], [0.09, -0.29, 0.12], [-0.10, -0.19, -0.11], [0.12, 0.08, -0.61], [0.09, -0.30, 0.30], [0.09, 0.08, 0.48], [-0.12, 0.37, -0.31], [0.02, 0.01, -0.08], [0.07, -0.06, 0.05], [0.50, 0.04, 0.13], [-0.17, -0.26, 0.14], [-0.31, 0.18, -0.23], [1.62, 1.01, -1.61], [-0.39, -0.06, 0.22], [-0.04, 0.15, 0.92], [0.86, 0.85, -0.06], [-0.24, -0.21, 0.26], [-0.04, 0.19, -0.08], [-0.48, -0.06, -0.30], [0.20, -0.06, 0.07], [-0.03, 0.34, 0.07], [0.02, -0.02, -0.22], [-0.05, 0.08, 0.22], [0.02, -0.02, 0.12]]}



no.,total energy (eV)
1,-81456.02030
2,-21717.95033
3,-59716.88726
4,-67452.68800